Below is a 2-piece molecular cluster, C6H14N2O overall, with properties calculated with ωB97M-V with the def2-TZVPD basis set.

Structure (XYZ):
```
23
Properties=species:S:1:pos:R:3
C 0.250 -2.305 -1.791
N -0.251 -2.383 -0.683
C -1.654 -1.338 -0.362
C -2.250 -1.739 0.749
N -1.857 -0.454 -1.320
H -0.186 -1.316 -2.522
H 1.070 -2.850 -2.234
H -1.841 -2.552 1.323
H -3.195 -1.305 1.042
H -1.916 0.502 -0.965
H -1.019 -0.483 -2.142
C 2.287 1.645 0.317
C 0.908 0.997 0.365
C 0.323 1.003 1.773
O 0.014 1.628 -0.564
H 2.250 2.665 0.705
H 2.660 1.676 -0.706
H 2.992 1.085 0.929
H 0.975 -0.034 0.009
H -0.666 0.548 1.773
H 0.963 0.438 2.449
H 0.242 2.024 2.154
H -0.097 2.549 -0.300
```

Results
E_HOMO = -0.3085 Eh
total charge = 0
LUMO level = 0.78 eV
ΔE to the lowest compared entry with this formula, charge and spin = 427.8 kJ/mol

---

Below is a 2-piece molecular cluster, C6H14N2O overall, with properties calculated with ωB97M-V with the def2-TZVPD basis set.

Structure (XYZ):
```
23
Properties=species:S:1:pos:R:3
C 0.903 2.017 1.014
N 0.139 0.905 1.539
C 0.716 -0.417 1.817
C -0.090 -1.619 1.374
O 1.266 -0.539 2.910
H 1.890 2.092 1.483
H 0.967 1.950 -0.071
H 0.374 2.969 1.050
H -0.338 1.256 2.366
H -1.145 -1.347 1.381
H 0.084 -2.493 2.000
H 0.343 -2.072 0.482
C -0.970 1.144 -1.697
C -0.415 -0.018 -1.312
C -1.180 -1.297 -1.544
N 1.040 -0.285 -1.176
H -0.415 2.061 -1.810
H -2.034 1.199 -1.848
H -1.061 -1.631 -2.575
H -0.802 -2.133 -0.958
H -2.236 -1.175 -1.322
H 1.583 0.530 -1.434
H 1.378 -1.100 -1.671
```

Results
E_HOMO = -0.3100 Eh
total charge = 0
LUMO level = 0.70 eV
ΔE to the lowest compared entry with this formula, charge and spin = 337.5 kJ/mol

---

Below is a 2-piece molecular cluster, C6H14N2O overall, with properties calculated with ωB97M-V with the def2-TZVPD basis set.

Structure (XYZ):
```
23
Properties=species:S:1:pos:R:3
C 0.105 2.242 0.574
C 0.338 0.945 0.794
C 0.074 0.319 2.131
C 1.764 -1.065 0.135
C -1.961 -0.129 -0.731
C 0.792 0.021 -0.243
N -0.678 -1.789 -1.668
N -0.901 -1.077 -0.518
O 1.031 0.493 -1.508
H 0.311 2.736 -0.362
H -0.277 2.877 1.354
H -0.475 1.003 2.773
H 1.013 0.066 2.620
H -0.501 -0.594 1.999
H 1.264 -1.856 0.685
H 2.561 -0.655 0.755
H 2.212 -1.471 -0.769
H -2.882 -0.681 -0.928
H -2.092 0.470 0.167
H -1.781 0.538 -1.590
H 0.064 -2.462 -1.518
H -0.470 -1.205 -2.487
H 0.489 1.275 -1.669
```

Results
E_HOMO (alpha / beta) = -0.2678 / -0.2678 Eh
total charge = 0
LUMO level (alpha / beta) = 0.82 / 0.82 eV
ΔE to the lowest compared entry with this formula, charge and spin = 363.1 kJ/mol

---

Below is a 2-piece molecular cluster, C6H14N2O overall, with properties calculated with ωB97M-V with the def2-TZVPD basis set.

Structure (XYZ):
```
23
Properties=species:S:1:pos:R:3
C 1.711 -0.886 0.588
C 0.720 0.075 0.690
C 0.563 0.746 2.045
N 0.733 1.137 -0.362
N 1.316 0.942 -1.639
H 1.929 -1.371 -0.353
H 2.014 -1.432 1.468
H -0.350 1.344 2.088
H 0.496 -0.009 2.826
H 1.407 1.403 2.260
H 0.768 2.101 -0.045
H 0.821 0.174 -2.089
H 2.273 0.628 -1.500
C -1.292 -1.803 -0.320
C -1.263 -0.385 0.190
C -1.417 0.693 -0.708
O -1.484 0.466 -2.051
H -0.836 -1.883 -1.305
H -2.308 -2.199 -0.361
H -0.711 -2.426 0.363
H -1.821 -0.259 1.113
H -1.817 1.642 -0.368
H -1.453 1.301 -2.531
```

Results
E_HOMO (alpha / beta) = -0.2520 / -0.2520 Eh
total charge = 0
LUMO level (alpha / beta) = 0.64 / 0.64 eV
ΔE to the lowest compared entry with this formula, charge and spin = 562.6 kJ/mol

---

Below is a 2-piece molecular cluster, C6H14N2O2 overall, with properties calculated with ωB97M-V with the def2-TZVPD basis set.

Structure (XYZ):
```
24
Properties=species:S:1:pos:R:3
C 1.831 2.358 0.723
N 1.254 1.689 1.878
C 1.044 0.323 1.565
C 0.610 -0.552 2.724
O 1.431 -0.167 0.538
H 1.174 2.564 -0.067
H 2.380 3.289 1.162
H 2.683 1.670 0.263
H 0.462 2.260 2.365
H 1.545 -1.156 2.988
H 0.213 -0.087 3.723
H -0.251 -1.198 2.637
C -2.805 -0.961 -0.798
N -1.328 -1.052 -1.036
C -1.013 -0.944 -2.368
C 0.416 -0.802 -2.659
O -1.747 -0.846 -3.301
H -3.029 -1.921 -0.320
H -2.934 -0.300 -0.014
H -3.404 -0.699 -1.749
H -0.793 -0.799 -0.214
H 0.536 -0.841 -3.764
H 0.809 -1.758 -2.308
H 0.915 -0.071 -1.969
```

Results
E_HOMO = -0.3402 Eh
total charge = 0
LUMO level = 0.45 eV
ΔE to the lowest compared entry with this formula, charge and spin = 246.8 kJ/mol

---

Below is a 2-piece molecular cluster, C6H14N2O2 overall, with properties calculated with ωB97M-V with the def2-TZVPD basis set.

Structure (XYZ):
```
24
Properties=species:S:1:pos:R:3
C 0.561 0.147 2.925
N 1.578 0.392 1.864
C 1.674 -0.263 0.682
C 3.023 -0.093 0.073
O 0.904 -1.000 0.200
H -0.471 0.375 2.355
H 0.548 -0.889 3.152
H 0.702 0.941 3.740
H 2.225 1.161 1.981
H 3.809 -0.080 0.928
H 3.294 -0.967 -0.662
H 3.188 0.882 -0.468
C -2.384 -1.714 -1.997
N -1.432 -0.708 -1.399
C -1.639 0.634 -1.777
C -1.062 1.676 -0.885
O -2.644 0.947 -2.487
H -3.020 -2.005 -1.074
H -3.033 -1.232 -2.537
H -2.169 -2.763 -2.190
H -0.739 -1.079 -0.763
H -0.013 1.572 -0.610
H -1.421 2.723 -1.166
H -1.479 1.342 0.114
```

Results
E_HOMO = -0.3220 Eh
total charge = 0
LUMO level = 0.50 eV
ΔE to the lowest compared entry with this formula, charge and spin = 283.3 kJ/mol

---

Below is a 2-piece molecular cluster, C6H14N2O2 overall, with properties calculated with ωB97M-V with the def2-TZVPD basis set.

Structure (XYZ):
```
24
Properties=species:S:1:pos:R:3
C -1.736 -2.259 -0.618
N -0.606 -1.567 -1.214
C -0.760 -0.343 -1.791
C 0.440 0.187 -2.499
O -1.738 0.361 -1.604
H -2.610 -1.619 -0.564
H -1.996 -3.142 -1.203
H -1.472 -2.633 0.364
H 0.082 -2.190 -1.606
H 0.855 0.975 -1.877
H 1.135 -0.618 -2.734
H 0.083 0.650 -3.416
C -1.160 0.781 1.887
N 0.143 1.403 1.733
C 1.270 0.634 1.695
C 2.507 1.354 1.206
O 1.249 -0.536 2.036
H -1.136 0.237 2.805
H -1.915 1.510 1.708
H -1.263 -0.048 1.172
H 0.192 2.263 1.211
H 2.416 1.627 0.159
H 2.642 2.256 1.809
H 3.379 0.718 1.337
```

Results
E_HOMO = -0.3471 Eh
total charge = 0
LUMO level = 0.77 eV
ΔE to the lowest compared entry with this formula, charge and spin = 64.7 kJ/mol

---

Below is a 2-piece molecular cluster, C6H14N2O2 overall, with properties calculated with ωB97M-V with the def2-TZVPD basis set.

Structure (XYZ):
```
24
Properties=species:S:1:pos:R:3
C 0.806 1.707 2.058
N 1.877 0.942 1.436
C 1.676 -0.387 1.277
C 2.852 -1.088 0.583
O 0.733 -0.980 1.767
H 0.075 1.926 1.273
H 0.245 1.147 2.797
H 1.211 2.626 2.467
H 2.796 1.279 1.189
H 3.533 -0.476 0.000
H 3.363 -1.611 1.393
H 2.507 -1.885 -0.079
C -2.720 0.508 0.047
N -1.426 0.311 -0.593
C -1.467 -0.276 -1.850
C -0.102 -0.420 -2.492
O -2.489 -0.505 -2.447
H -3.316 1.054 -0.676
H -3.261 -0.365 0.409
H -2.607 1.170 0.908
H -0.696 -0.094 -0.011
H -0.181 0.183 -3.399
H 0.675 0.113 -1.938
H 0.192 -1.461 -2.584
```

Results
E_HOMO = -0.3494 Eh
total charge = 0
LUMO level = 0.64 eV
ΔE to the lowest compared entry with this formula, charge and spin = 81.3 kJ/mol

---

Below is a 2-piece molecular cluster, C6H14N2O2 overall, with properties calculated with ωB97M-V with the def2-TZVPD basis set.

Structure (XYZ):
```
24
Properties=species:S:1:pos:R:3
C -1.064 1.334 -1.246
N 0.355 1.035 -1.171
C 0.989 0.457 -2.240
C 2.401 -0.002 -1.950
O 0.475 0.372 -3.346
H -1.529 1.171 -0.288
H -1.218 2.341 -1.643
H -1.488 0.679 -2.004
H 0.818 0.831 -0.300
H 2.493 -0.826 -1.241
H 2.863 -0.267 -2.898
H 2.984 0.844 -1.604
C 0.055 -2.119 0.659
N -0.854 -1.169 1.284
C -0.425 -0.061 1.930
C -1.451 0.716 2.699
O 0.749 0.284 1.894
H 0.267 -2.932 1.347
H -0.424 -2.454 -0.266
H 0.923 -1.559 0.345
H -1.828 -1.422 1.273
H -2.482 0.608 2.355
H -1.418 0.366 3.730
H -1.189 1.774 2.680
```

Results
E_HOMO = -0.3474 Eh
total charge = 0
LUMO level = 0.64 eV
ΔE to the lowest compared entry with this formula, charge and spin = 46.6 kJ/mol

---

Below is a 2-piece molecular cluster, C6H14N2O2 overall, with properties calculated with ωB97M-V with the def2-TZVPD basis set.

Structure (XYZ):
```
24
Properties=species:S:1:pos:R:3
N 3.358 0.561 1.171
C 2.802 -0.178 0.133
C 1.305 0.119 -0.521
C 0.137 0.359 0.647
C -0.648 -1.049 0.931
O -1.527 -1.278 -0.264
C -2.599 -0.287 -0.082
C -2.126 1.277 -0.118
N -0.738 1.559 0.396
H 4.306 0.201 1.424
H 3.502 -1.048 -0.290
H 1.445 1.087 -1.203
H 1.027 -0.759 -1.264
H 0.759 0.599 1.638
H -1.308 -0.925 1.893
H 0.080 -1.987 1.000
H -3.218 -0.504 0.915
H -3.383 -0.442 -0.961
H -2.333 1.738 -1.199
H -2.875 1.868 0.600
H -0.251 2.152 -0.343
H -0.748 2.150 1.263
O 1.872 -2.302 -2.917
H 1.162 -2.914 -2.849
```

Results
E_HOMO = -0.1873 Eh
total charge = 0
LUMO level = -1.10 eV
ΔE to the lowest compared entry with this formula, charge and spin = 965.4 kJ/mol

---

Number 1: M 130.2 g/mol. Number 2: M 130.2 g/mol. Number 3: M 130.2 g/mol. Number 4: M 130.2 g/mol. Number 5: M 146.2 g/mol. Number 6: M 146.2 g/mol. Number 7: M 146.2 g/mol. Number 8: M 146.2 g/mol. Number 9: M 146.2 g/mol. Number 10: M 146.2 g/mol.